{"formula": "C40H92B3Cl3F12N5OTl", "method": "wB97M-V/def2-TZVPD", "multiplicity": 1, "e_tot_ha": -4754.107917, "lumo_energy_ev": -7.63, "homo_energy_ev": -11.8198, "charge": 2, "symbols": ["Tl", "C", "C", "N", "C", "C", "C", "C", "C", "O", "C", "H", "H", "H", "H", "H", "H", "H", "H", "H", "H", "H", "H", "H", "H", "H", "H", "H", "H", "H", "H", "C", "C", "C", "N", "C", "C", "C", "C", "C", "H", "H", "H", "H", "H", "H", "H", "H", "H", "H", "H", "H", "H", "H", "H", "H", "H", "H", "C", "C", "C", "N", "C", "C", "C", "C", "C", "H", "H", "H", "H", "H", "H", "H", "H", "H", "H", "H", "H", "H", "H", "H", "H", "H", "H", "C", "C", "C", "N", "C", "C", "C", "C", "C", "H", "H", "H", "H", "H", "H", "H", "H", "H", "H", "H", "H", "H", "H", "H", "H", "H", "H", "C", "C", "C", "N", "C", "C", "C", "C", "C", "H", "H", "H", "H", "H", "H", "H", "H", "H", "H", "H", "H", "H", "H", "H", "H", "H", "H", "Cl", "Cl", "Cl", "B", "F", "F", "F", "F", "B", "F", "F", "F", "F", "B", "F", "F", "F", "F"], "xyz": [[-11.238322, 12.722750, 2.726210], [-1.473443, 13.126708, 2.563063], [-2.303846, 13.345296, 3.880415], [-2.335848, 14.799434, 4.469099], [-0.926661, 14.894863, 5.222450], [-2.450119, 15.910772, 3.337059], [-2.408693, 17.380407, 3.880158], [-3.457122, 14.887740, 5.549218], [-4.911833, 15.172650, 5.054224], [-5.130693, 14.547233, 3.765623], [-6.460405, 14.845178, 3.299064], [-0.420418, 13.278262, 2.800282], [-1.927638, 13.733667, 1.779865], [-1.461392, 12.094973, 2.211671], [-2.115959, 12.645836, 4.695006], [-3.310941, 13.241315, 3.476628], [-0.996423, 15.771960, 5.865821], [-0.052266, 14.725604, 4.594058], [-0.883456, 14.098530, 5.965474], [-3.299587, 15.669045, 2.698251], [-1.514485, 15.723581, 2.810128], [-1.627941, 17.537443, 4.624372], [-3.338026, 17.629872, 4.392216], [-2.469122, 18.159514, 3.120266], [-3.228503, 15.562552, 6.374108], [-3.452328, 13.898281, 6.006433], [-5.043999, 16.236713, 4.858284], [-5.585809, 14.855147, 5.849862], [-6.631445, 15.881072, 3.006208], [-7.178372, 14.756686, 4.114410], [-6.721690, 14.171920, 2.482637], [-21.770025, 13.999251, 1.232476], [-20.374591, 14.399243, 0.880622], [-19.295233, 13.571251, 1.597791], [-17.782376, 13.597816, 1.058841], [-16.945266, 12.873579, 2.123261], [-17.704337, 12.917907, -0.343938], [-16.581792, 13.719138, -1.037456], [-16.138124, 14.902157, -0.126182], [-17.272029, 15.017240, 0.898661], [-21.970636, 12.957670, 0.981550], [-22.458201, 14.620413, 0.659183], [-21.962303, 14.263747, 2.272271], [-20.326318, 15.478606, 1.024682], [-20.228846, 14.290479, -0.194095], [-19.700788, 12.562057, 1.669590], [-19.196554, 13.845137, 2.648192], [-16.859056, 13.402264, 3.072562], [-15.980790, 12.906777, 1.616532], [-17.309975, 11.861387, 2.298097], [-17.561729, 11.838827, -0.286132], [-18.634158, 12.954963, -0.911537], [-15.783056, 12.985173, -1.144264], [-17.006980, 14.007531, -1.998783], [-15.255629, 14.509091, 0.378609], [-15.944678, 15.755045, -0.776760], [-17.095303, 15.427250, 1.893027], [-18.107893, 15.505488, 0.397610], [-12.519637, 19.759318, 9.892065], [-11.534469, 18.769795, 9.187015], [-12.252909, 17.696689, 8.308587], [-11.434793, 16.887921, 7.315487], [-12.484472, 15.943936, 6.702545], [-10.137886, 16.243444, 7.948069], [-8.942206, 16.628883, 6.981262], [-9.384636, 18.023919, 6.530433], [-10.877650, 17.880449, 6.251336], [-13.270371, 19.297978, 10.533687], [-13.147256, 20.243825, 9.144117], [-11.946935, 20.556004, 10.366825], [-11.043333, 18.268851, 10.021248], [-10.903850, 19.441699, 8.604813], [-13.027725, 18.161493, 7.698888], [-12.749880, 17.008000, 8.991848], [-12.652008, 15.214332, 7.494820], [-11.961969, 15.360200, 5.944687], [-13.303173, 16.534410, 6.291226], [-10.303649, 15.166452, 7.974620], [-9.822887, 16.660045, 8.904795], [-8.716132, 15.829870, 6.275155], [-7.998824, 16.690908, 7.523728], [-8.928700, 18.192813, 5.554886], [-9.094709, 18.752437, 7.287590], [-11.047553, 17.410280, 5.282743], [-11.361679, 18.850246, 6.136027], [-2.726649, 13.823777, -4.087760], [-3.648584, 14.954900, -3.538962], [-4.975408, 14.324385, -3.069177], [-5.621188, 14.777638, -1.712153], [-5.959733, 16.261163, -1.718977], [-4.581427, 14.478375, -0.552198], [-4.975014, 13.147689, 0.087247], [-6.316771, 12.724808, -0.661337], [-6.847090, 13.860251, -1.482941], [-1.777467, 14.199070, -4.470250], [-3.168822, 13.289933, -4.928943], [-2.631573, 13.112460, -3.267346], [-3.777051, 15.667774, -4.353465], [-3.240186, 15.643917, -2.799669], [-4.808926, 13.257802, -2.918191], [-5.745577, 14.300842, -3.840130], [-5.016625, 16.791752, -1.849867], [-6.455992, 16.550386, -0.792595], [-6.584980, 16.481688, -2.584155], [-4.733100, 15.280485, 0.170109], [-3.531864, 14.668142, -0.776923], [-5.164170, 13.307596, 1.148735], [-4.241937, 12.356306, -0.069011], [-7.115567, 12.522886, 0.052291], [-6.059443, 11.886717, -1.309020], [-7.533478, 14.473314, -0.898877], [-7.251330, 13.496821, -2.427718], [-11.133587, 19.914666, -5.093404], [-10.497051, 19.177851, -3.886889], [-11.642146, 18.650783, -3.001284], [-10.968470, 17.711998, -1.921626], [-9.907644, 18.481798, -1.028920], [-12.113389, 17.079286, -1.048268], [-12.570186, 15.893780, -1.904984], [-11.431310, 15.466287, -2.820695], [-10.296775, 16.404234, -2.455712], [-11.698293, 20.762339, -4.705257], [-11.716651, 19.314361, -5.791814], [-10.353816, 20.239656, -5.782188], [-9.808401, 19.784753, -3.299071], [-9.900538, 18.342206, -4.252927], [-12.385574, 18.135865, -3.609773], [-12.056345, 19.449975, -2.386603], [-8.974594, 18.570997, -1.585317], [-9.677141, 18.005528, -0.075960], [-10.211356, 19.502440, -0.796185], [-11.538684, 16.765856, -0.176732], [-12.824158, 17.864171, -0.789699], [-13.007724, 15.131299, -1.260560], [-13.408188, 16.165624, -2.546812], [-11.107570, 14.450612, -2.593308], [-11.664292, 15.574690, -3.879969], [-9.987068, 16.058479, -1.469491], [-9.523227, 16.569056, -3.205754], [-10.037260, 13.311037, 5.855423], [-12.686172, 12.093091, -0.338879], [-9.538152, 15.325281, 1.596521], [-9.115163, 10.468419, 1.834211], [-10.174188, 9.785585, 2.455771], [-8.564173, 11.448746, 2.703885], [-8.022375, 9.615837, 1.515972], [-9.712061, 11.119782, 0.816334], [-13.097263, 10.085126, 4.002741], [-13.186993, 8.731628, 4.337956], [-14.212442, 10.785479, 4.421498], [-12.005627, 10.643981, 4.541628], [-12.982911, 10.252982, 2.617781], [-13.668444, 14.752359, 3.479109], [-13.413183, 13.803862, 4.406725], [-12.573228, 15.594397, 3.370757], [-13.698217, 14.057733, 2.265771], [-14.782882, 15.429155, 3.740149]], "atomic_forces_ev_per_a": [[-0.17, -0.97, 0.13], [0.35, 0.28, 1.79], [-1.48, 0.44, -2.10], [1.52, 0.14, 0.54], [-2.03, -0.06, 0.63], [1.46, 0.03, 1.14], [-1.42, -0.96, 0.57], [-0.48, -1.03, -0.65], [1.49, 0.11, -1.71], [-0.38, 0.29, 1.08], [-0.41, -0.05, 0.50], [0.13, 0.65, -0.66], [0.62, 0.11, -0.03], [-0.66, -0.14, 0.41], [0.11, 0.26, -0.11], [-0.29, -0.35, 0.82], [0.64, 0.37, -0.68], [-0.42, 0.72, -0.35], [-0.44, -0.35, -0.23], [-0.03, 0.00, 0.40], [-0.20, 0.13, -0.32], [0.24, 0.11, -0.51], [-0.18, -0.41, 0.38], [0.87, -0.42, -0.43], [0.42, 0.36, -0.45], [0.04, -0.09, -0.10], [-0.04, 0.27, 0.44], [-0.20, -0.24, -0.17], [0.67, 0.31, -0.43], [-0.14, -0.71, 0.01], [0.01, 0.02, 0.24], [-0.55, 0.13, 0.12], [1.38, 0.50, -0.92], [0.43, 0.66, 0.42], [-3.04, -1.19, 1.08], [0.55, 0.18, -1.55], [0.33, 0.82, 0.76], [-0.52, -1.10, 0.04], [-0.16, -1.74, 0.07], [-0.91, -0.43, -1.20], [-0.13, -0.02, 0.38], [-0.05, -0.11, -0.10], [-0.16, -0.55, 0.13], [0.53, 0.03, 0.37], [-0.02, -0.19, -0.22], [0.78, -0.42, -0.55], [0.06, 0.38, -0.02], [-0.35, 0.34, -0.30], [0.39, -0.69, 0.70], [0.06, 0.12, -0.30], [0.59, 0.15, 0.68], [-0.29, 0.76, 0.57], [0.35, 0.50, -0.50], [0.54, 0.22, -0.09], [0.37, 0.73, -0.02], [-0.01, 0.24, 0.65], [0.29, 0.03, -0.24], [0.01, 0.43, 0.30], [-0.45, -0.36, -1.25], [-1.19, 0.04, 0.24], [0.24, 0.86, 0.95], [0.28, 2.05, 0.43], [2.41, -0.76, 0.20], [0.60, -0.34, -1.69], [-0.79, -0.37, 1.33], [0.12, -1.31, -1.30], [0.43, -0.56, -0.15], [0.50, -0.16, 0.44], [0.11, 0.21, -0.27], [-0.15, -0.28, 0.33], [0.67, 0.03, -0.40], [0.46, -0.49, 0.00], [0.02, 0.08, 0.08], [0.06, -0.20, -0.16], [-0.89, 0.26, -0.08], [-0.21, 0.18, -0.33], [0.04, -0.29, 0.33], [-0.04, 0.12, 0.20], [-1.11, 0.09, 0.11], [-0.80, 0.36, -0.67], [-0.16, 0.14, 0.52], [0.26, 0.69, 0.17], [-0.25, 0.16, -0.25], [0.23, -0.36, 0.06], [-0.53, -0.16, 0.90], [-0.40, 0.58, 0.78], [-0.35, 0.19, -0.90], [-0.09, -0.33, 0.46], [1.53, 0.15, -1.04], [0.50, -0.86, -0.51], [-1.21, 0.85, 0.52], [-1.11, 0.04, -1.07], [0.71, -0.28, 0.88], [1.22, 1.11, 0.65], [0.06, -0.02, 0.43], [-0.38, 0.14, 0.08], [0.63, -0.19, -0.19], [-0.64, -0.08, -0.21], [0.53, -0.65, 0.48], [0.18, -0.05, 0.35], [-0.16, 0.67, 0.12], [-0.11, 0.10, 0.15], [0.06, -0.23, -0.03], [-0.09, -0.15, 0.09], [-0.57, 0.06, 0.07], [-0.17, -0.56, -1.09], [0.13, -0.23, -0.07], [0.02, 0.17, 0.18], [0.22, -0.86, 0.01], [-0.46, -0.21, 0.32], [-0.31, -0.12, -0.20], [-0.04, 0.52, 0.02], [1.10, 0.18, 0.13], [-1.24, -0.35, -0.79], [2.77, -0.30, 1.00], [-0.35, 0.38, 0.29], [-0.62, -0.03, -1.06], [1.89, 0.19, -0.77], [-1.55, 0.45, 0.12], [0.62, 0.20, 0.01], [-1.05, 0.74, 1.52], [-0.09, 0.06, -0.44], [-0.48, -0.39, 0.69], [0.18, 0.57, 0.34], [-0.24, 0.37, -0.22], [-0.09, -0.13, -0.08], [0.04, -0.28, 0.48], [-0.32, -0.05, -0.28], [-0.17, -0.20, -0.19], [-0.53, -0.68, -0.22], [-0.52, -0.12, -0.26], [-0.51, -0.26, 0.33], [-0.05, -0.23, -0.13], [0.53, -0.32, 0.05], [-0.12, 0.35, 0.07], [-0.09, -0.06, -0.26], [-0.25, -0.26, 0.07], [1.15, -0.37, -0.30], [-0.07, 0.16, 0.35], [-0.38, 0.03, -1.36], [0.54, 0.60, 1.11], [-0.27, -0.55, -0.08], [0.73, -2.21, 1.73], [0.62, 0.17, 0.42], [-0.31, 0.94, 0.51], [-0.78, 0.52, -0.41], [-0.29, 1.57, -2.27], [-1.76, -1.66, -0.57], [-0.04, 0.19, -0.07], [-1.04, 0.40, 0.33], [2.90, 1.84, 1.17], [0.12, 0.48, -1.29], [1.32, -0.48, -0.73], [0.62, -1.33, 1.82], [1.11, 1.19, 0.19], [-0.40, -0.58, -1.64], [-2.28, 1.29, 0.23]]}